# C27H59BN2O10P3

3 unconnected molecules or ions with the total composition C27H59BN2O10P3 at a distorted geometry (the ωB97M-V functional and the def2-TZVPD basis, the OMol25 dataset).

CARTESIAN COORDINATES (ANGSTROEM)
C 2.8423 -3.5361 0.7574
C 1.8966 -4.4564 1.5823
C 0.4576 -4.4707 1.0595
C 0.2639 -5.1884 -0.3071
C 1.3194 -6.2558 -0.6352
C 0.9554 -6.9365 -1.9559
C 1.9931 -7.9913 -2.3890
C 3.4134 -7.4310 -2.6068
C 3.6812 -7.1043 -4.1194
C 4.1151 -5.6710 -4.2705
C 3.3321 -4.6813 -3.6233
C 3.7619 -3.3894 -3.7455
C 4.9342 -3.0463 -4.4703
B 5.5097 -1.5382 -4.5979
O 4.8140 -0.5559 -5.2351
C 6.9311 -1.3078 -3.9755
C 7.4988 0.0995 -4.2096
N 5.6156 -3.9872 -5.0833
N 5.1676 -5.2310 -4.9547
P 6.1965 -6.4067 -5.8797
O 6.8524 -5.7178 -6.9858
H 3.4748 -4.1277 0.0906
H 2.2183 -2.8397 0.1932
H 3.4837 -2.9814 1.4407
H 2.3252 -5.4510 1.7216
H 1.8625 -4.0122 2.5817
H 0.1726 -3.4274 0.9042
H -0.1847 -4.9686 1.7867
H -0.6991 -5.7050 -0.2816
H 0.2684 -4.4489 -1.1136
H 1.3658 -7.0451 0.1213
H 2.2930 -5.7613 -0.6692
H 0.8037 -6.2308 -2.7831
H 0.0091 -7.4682 -1.8239
H 2.0460 -8.7821 -1.6367
H 1.6209 -8.4724 -3.2988
H 3.6530 -6.5890 -1.9603
H 4.0999 -8.2325 -2.3258
H 4.3930 -7.8448 -4.4714
H 2.7298 -7.2176 -4.6439
H 2.4409 -4.9453 -3.0718
H 3.2042 -2.5935 -3.2620
H 3.9568 -0.3519 -4.8443
H 7.5739 -2.0789 -4.4254
H 6.8437 -1.5752 -2.9127
H 7.1170 0.8096 -3.4768
H 7.3389 0.4287 -5.2337
H 8.5795 0.0662 -4.0472
H 5.2896 -7.3672 -6.3475
H 7.1551 -6.9167 -4.9839
O -3.1578 1.2128 2.2701
P -1.7585 0.9144 2.6472
O -0.8361 1.9139 1.7520
C -0.9949 3.3265 1.8982
C -0.4384 3.8316 3.2165
O -1.4617 -0.4746 1.8432
C -2.5117 -1.2014 1.2113
C -2.6854 -0.7709 -0.2320
O -0.5984 0.5199 3.7371
C -0.8264 0.7020 5.1467
C -2.2002 0.2470 5.5943
H -2.0476 3.6014 1.7936
H -0.4521 3.7847 1.0720
H -1.0785 3.5224 4.0494
H -0.3897 4.9205 3.2243
H 0.5597 3.4300 3.3956
H -3.4423 -1.1010 1.7688
H -2.2331 -2.2573 1.2465
H -2.7472 0.3130 -0.3234
H -3.5877 -1.2097 -0.6609
H -1.8267 -1.0903 -0.8275
H -0.6626 1.7494 5.4129
H -0.0615 0.1212 5.6619
H -2.9889 0.8479 5.1282
H -2.3008 0.3475 6.6745
H -2.3719 -0.7946 5.3190
O -3.9007 6.9893 1.5206
P -5.1389 7.6774 1.9620
O -5.1387 7.5846 3.5885
C -4.0730 8.1760 4.3235
C -4.1436 9.6927 4.3156
O -6.2951 6.5872 1.6225
C -6.0167 5.4243 0.8440
C -5.6149 4.2573 1.7219
O -6.2579 8.8731 1.8559
C -5.9706 10.0905 1.1471
C -5.2701 9.8611 -0.1765
H -3.1099 7.8326 3.9349
H -4.1644 7.8114 5.3466
H -3.8807 10.0861 3.3284
H -3.4455 10.1182 5.0370
H -5.1512 10.0340 4.5534
H -5.2534 5.6372 0.0957
H -6.9319 5.1800 0.3020
H -4.8404 4.5339 2.4371
H -5.2473 3.4269 1.1169
H -6.4700 3.9102 2.3041
H -5.3819 10.7567 1.7834
H -6.9279 10.5818 0.9748
H -4.2816 9.4118 -0.0297
H -5.1311 10.8057 -0.7018
H -5.8493 9.1869 -0.8088

Cartesian forces (eV/Å) of the 2 atoms listed first:
-0.467 -0.699 0.393
0.190 0.853 0.290

E_HOMO (eV): -11.067
Spin multiplicity: 1
Kohn-Sham gap (hartree): 0.2394
Net charge: +1
DFT total energy (eV): -80950.4316



# C27H59ClN3O18S7

7 unconnected molecules or ions with the total composition C27H59ClN3O18S7 (the ωB97M-V functional and the def2-TZVPD basis, the OMol25 dataset).

CARTESIAN COORDINATES (ANGSTROEM)
C -1.8113 0.8236 2.2542
C -1.0866 -0.1235 2.8236
N -0.6820 -1.2877 2.0870
C -1.4426 -2.4072 1.8072
C -0.6900 -3.2473 1.0805
C -0.9839 -4.5759 0.4749
Cl -0.4913 -5.8830 1.5828
C -2.4474 -4.6739 0.0405
C -2.6757 -3.7818 -1.1711
N 0.5389 -2.6198 0.9312
C 0.5141 -1.4359 1.5386
N 1.5279 -0.5239 1.6100
C 2.0965 -0.1407 0.5843
S 2.8387 0.3238 -0.6739
H -2.2505 0.7193 1.2697
H -1.9623 1.7553 2.7817
H -0.7929 -0.0454 3.8635
H -2.4620 -2.5109 2.1330
H -0.3702 -4.6692 -0.4246
H -2.6491 -5.7165 -0.2000
H -3.0678 -4.3527 0.8780
H -2.1338 -4.1388 -2.0482
H -3.7334 -3.7398 -1.4256
H -2.3672 -2.7508 -0.9890
H 1.3132 -3.0131 0.4177
O 4.6184 5.3774 -2.0798
S 5.0609 5.8821 -0.8140
O 6.3763 5.5679 -0.3532
O 3.9990 5.4285 0.2904
C 3.6933 4.0234 0.3418
C 4.7930 3.2195 1.0116
C 4.7916 7.6108 -0.7061
H 3.4891 3.6637 -0.6691
H 2.7684 3.9489 0.9121
H 5.7073 3.2341 0.4217
H 4.4848 2.1798 1.1338
H 5.0272 3.6348 1.9909
H 3.7806 7.8349 -1.0313
H 5.5147 8.0856 -1.3653
H 4.9534 7.9290 0.3202
O -5.2320 -1.4676 -1.0959
S -5.9933 -0.3175 -1.4966
O -5.9711 0.8489 -0.6671
O -7.4855 -0.7643 -1.7582
C -8.1784 -1.4884 -0.7099
C -8.6245 -0.5944 0.4267
C -5.5842 0.1152 -3.1455
H -7.5421 -2.3026 -0.3611
H -9.0355 -1.9309 -1.2115
H -7.7755 -0.1928 0.9773
H -9.2432 -1.1673 1.1172
H -9.2027 0.2473 0.0476
H -5.6093 -0.7807 -3.7593
H -4.5781 0.5272 -3.1266
H -6.2913 0.8606 -3.4994
O 2.5648 -9.7605 0.1417
S 3.8996 -9.2971 0.3678
O 4.5483 -9.5842 1.6075
O 3.9248 -7.7208 0.1174
C 2.9527 -6.9398 0.8390
C 3.3166 -6.7473 2.2978
C 4.9439 -9.7595 -0.9653
H 1.9690 -7.3972 0.7285
H 2.9301 -5.9793 0.3232
H 3.2804 -7.6883 2.8429
H 2.6142 -6.0542 2.7630
H 4.3268 -6.3494 2.3922
H 4.4533 -9.5091 -1.9012
H 5.0914 -10.8341 -0.8846
H 5.8917 -9.2386 -0.8621
O -3.7829 -1.6864 -5.3703
S -3.0238 -2.3408 -6.3974
O -2.1077 -3.3732 -6.0231
O -2.2724 -1.2401 -7.2524
C -1.4592 -0.2690 -6.5539
C -0.1368 -0.8374 -6.0843
C -4.0878 -2.9240 -7.6656
H -2.0364 0.1506 -5.7288
H -1.2998 0.5230 -7.2816
H -0.2791 -1.5896 -5.3095
H 0.4799 -0.0335 -5.6813
H 0.3930 -1.3090 -6.9109
H -4.7639 -2.1245 -7.9539
H -4.6402 -3.7639 -7.2501
H -3.4795 -3.2492 -8.5048
O 3.0402 10.6638 0.6777
S 2.3898 10.9709 -0.5613
O 3.1524 10.9834 -1.7715
O 1.6011 12.3309 -0.4048
C 2.3347 13.4861 0.0814
C 3.2339 14.0964 -0.9714
C 0.9917 9.9246 -0.7753
H 2.8908 13.2020 0.9752
H 1.5604 14.1875 0.3825
H 4.0508 13.4275 -1.2366
H 3.6597 15.0243 -0.5900
H 2.6710 14.3109 -1.8792
H 0.4038 9.9330 0.1379
H 1.3717 8.9257 -0.9772
H 0.4133 10.2860 -1.6209
O -0.7222 -1.2997 6.2746
S 0.1906 -2.1006 7.0425
O 1.5888 -1.8156 6.9819
O -0.0599 -3.6242 6.6720
C -0.0443 -3.9894 5.2756
C 1.3490 -4.0370 4.6836
C -0.3328 -2.1776 8.7148
H -0.6926 -3.3036 4.7249
H -0.5080 -4.9728 5.2471
H 1.8035 -3.0468 4.6460
H 1.2949 -4.4370 3.6690
H 1.9994 -4.6749 5.2803
H -1.3917 -2.4172 8.7428
H -0.1489 -1.1955 9.1447
H 0.2578 -2.9322 9.2267

Cartesian forces (eV/Å) of the 2 atoms listed first:
0.123 -0.140 -0.118
-0.328 0.802 0.174

E_HOMO (eV): -12.199
Spin multiplicity: 1
Kohn-Sham gap (hartree): 0.3255
Net charge: +1
DFT total energy (eV): -158641.5090